Entry 1:
{"formula": "C46H48N4O2ReS5", "method": "ωB97M-V/def2-TZVPD", "symbols": ["Re", "C", "C", "S", "C", "C", "S", "C", "C", "S", "H", "H", "H", "H", "H", "H", "H", "H", "H", "H", "H", "H", "S", "C", "N", "C", "C", "N", "C", "C", "C", "C", "C", "C", "C", "C", "S", "C", "C", "C", "C", "C", "C", "C", "H", "H", "H", "H", "H", "H", "H", "H", "H", "H", "H", "H", "H", "H", "H", "H", "H", "H", "O", "C", "N", "C", "C", "O", "N", "C", "C", "C", "C", "C", "C", "C", "C", "C", "C", "C", "C", "H", "H", "H", "H", "H", "H", "H", "H", "H", "H", "H", "C", "C", "C", "C", "C", "C", "C", "H", "H", "H", "H", "H", "H", "H"], "xyz": [[-0.701, 0.309, -0.417], [0.214, 2.300, -3.104], [1.405, 1.385, -2.976], [1.730, 0.962, -1.229], [2.555, -0.643, -1.485], [1.577, -1.709, -1.917], [0.187, -1.845, -0.754], [-1.435, -2.520, -3.906], [-1.517, -1.253, -4.271], [-1.248, 1.656, -2.238], [0.400, 3.294, -2.704], [-0.071, 2.390, -4.152], [1.228, 0.457, -3.516], [2.307, 1.866, -3.356], [3.343, -0.485, -2.224], [3.005, -0.896, -0.526], [1.164, -1.517, -2.906], [2.064, -2.685, -1.931], [-0.716, -3.199, -4.350], [-2.094, -2.949, -3.160], [-0.870, -0.837, -5.037], [-2.253, -0.579, -3.854], [-2.814, -0.621, -0.977], [-3.402, -1.612, 0.266], [-4.525, -2.299, 0.098], [-5.215, -2.839, 1.266], [-4.208, -3.388, 2.244], [-3.187, -2.383, 2.535], [-2.843, -2.198, 3.951], [-3.982, -1.481, 4.648], [-4.752, -2.133, 5.603], [-5.821, -1.482, 6.205], [-6.132, -0.181, 5.845], [-5.371, 0.474, 4.885], [-4.301, -0.173, 4.288], [-2.722, -1.607, 1.561], [-1.369, -0.610, 1.817], [-5.114, -2.599, -1.208], [-5.008, -4.085, -1.486], [-6.136, -4.821, -1.822], [-6.038, -6.188, -2.044], [-4.815, -6.827, -1.915], [-3.682, -6.092, -1.594], [-3.777, -4.727, -1.378], [-5.889, -3.629, 0.943], [-5.805, -2.044, 1.733], [-3.725, -4.277, 1.827], [-4.703, -3.662, 3.172], [-1.919, -1.634, 4.021], [-2.687, -3.181, 4.397], [-4.510, -3.150, 5.892], [-6.412, -1.998, 6.949], [-6.965, 0.326, 6.313], [-5.613, 1.490, 4.599], [-3.705, 0.344, 3.544], [-4.596, -2.023, -1.970], [-6.162, -2.294, -1.199], [-7.095, -4.325, -1.923], [-6.921, -6.753, -2.315], [-4.741, -7.896, -2.068], [-2.721, -6.584, -1.513], [-2.885, -4.159, -1.128], [0.464, 1.064, 2.699], [0.031, 2.045, 2.108], [-0.052, 3.285, 2.612], [-0.364, 4.286, 1.615], [-0.529, 3.374, 0.386], [-0.785, 3.790, -0.728], [-0.376, 2.056, 0.754], [0.777, 5.296, 1.475], [1.429, 5.740, 2.624], [2.466, 6.654, 2.536], [2.856, 7.148, 1.300], [2.195, 6.728, 0.158], [1.160, 5.807, 0.242], [-1.686, 5.017, 1.926], [-2.049, 5.190, 3.259], [-3.218, 5.856, 3.589], [-4.045, 6.352, 2.594], [-3.681, 6.200, 1.265], [-2.503, 5.546, 0.932], [0.318, 3.501, 3.519], [1.120, 5.401, 3.606], [2.959, 6.988, 3.439], [3.664, 7.864, 1.231], [2.480, 7.125, -0.808], [0.643, 5.497, -0.656], [-1.417, 4.812, 4.053], [-3.479, 5.993, 4.630], [-4.968, 6.856, 2.849], [-4.311, 6.592, 0.479], [-2.235, 5.449, -0.107], [2.327, -0.343, 1.945], [3.437, -0.425, 2.741], [3.700, -1.599, 3.511], [4.850, -1.695, 4.247], [5.762, -0.634, 4.254], [5.526, 0.533, 3.516], [4.383, 0.645, 2.774], [2.160, 0.529, 1.330], [1.591, -1.138, 1.902], [2.982, -2.409, 3.492], [5.061, -2.585, 4.823], [6.663, -0.711, 4.848], [6.250, 1.335, 3.538], [4.171, 1.546, 2.210]], "forces_ev_per_a": [[0.357, 0.860, -0.972], [-0.130, 0.391, 0.529], [0.086, 0.033, 0.091], [-0.740, -0.402, 0.052], [-0.110, 0.206, -0.052], [-0.156, 0.093, 0.218], [-0.257, 0.145, -0.034], [0.065, -0.136, 0.016], [-0.038, 0.088, -0.139], [0.051, -1.668, 0.231], [0.128, 0.049, -0.055], [-0.030, 0.011, 0.015], [0.014, -0.019, 0.031], [0.013, -0.028, -0.037], [0.069, 0.008, 0.075], [0.111, -0.031, -0.049], [0.066, -0.044, -0.036], [0.021, 0.007, -0.045], [0.015, 0.023, 0.000], [-0.031, 0.048, -0.002], [0.000, -0.044, -0.014], [-0.019, -0.022, 0.003], [0.119, 0.284, 0.299], [-0.550, 0.040, -1.087], [0.544, 0.056, 0.259], [-0.061, -0.058, 0.334], [-0.211, -0.136, -0.198], [-0.028, 0.352, -0.461], [-0.020, 0.053, 0.279], [-0.034, -0.096, -0.102], [0.081, -0.023, 0.011], [-0.040, -0.012, 0.015], [-0.018, -0.004, 0.038], [0.023, 0.002, -0.069], [0.018, 0.007, 0.009], [0.503, -0.014, 0.976], [-0.094, -0.062, -0.154], [-0.141, -0.140, -0.282], [-0.020, 0.022, 0.144], [0.007, 0.084, -0.023], [-0.021, -0.056, -0.011], [-0.002, 0.006, -0.030], [0.053, 0.024, 0.035], [0.013, 0.006, -0.011], [0.042, -0.014, -0.066], [-0.005, 0.005, -0.063], [0.038, 0.010, 0.056], [0.010, 0.059, 0.027], [0.033, -0.039, -0.031], [0.034, -0.022, -0.071], [0.004, -0.002, -0.006], [0.006, 0.014, 0.009], [-0.002, -0.005, -0.004], [0.013, 0.004, 0.022], [0.007, 0.026, 0.010], [-0.029, 0.057, 0.020], [0.038, 0.073, 0.023], [-0.007, -0.009, 0.024], [-0.001, -0.003, 0.023], [-0.010, 0.006, -0.035], [-0.009, -0.010, 0.008], [0.004, -0.001, 0.001], [0.140, -0.232, 0.399], [0.159, 0.408, -0.669], [-0.074, -0.056, 0.094], [-0.344, 0.183, -0.112], [-0.333, 0.605, -0.651], [0.247, -0.149, 0.544], [0.099, -0.584, 0.588], [0.115, -0.093, -0.085], [-0.042, 0.007, -0.092], [-0.007, 0.004, 0.063], [0.023, 0.007, -0.018], [0.020, 0.033, 0.015], [-0.017, 0.006, -0.046], [0.017, -0.117, 0.109], [0.016, -0.011, -0.104], [0.016, 0.014, 0.133], [-0.050, 0.014, -0.073], [0.041, -0.012, 0.061], [0.060, -0.021, 0.021], [0.086, -0.124, 0.049], [0.016, 0.002, 0.029], [0.003, 0.019, -0.010], [-0.007, 0.011, 0.002], [0.000, -0.010, -0.002], [0.021, 0.025, 0.036], [-0.064, -0.011, 0.025], [-0.013, -0.018, -0.003], [0.021, 0.025, 0.023], [0.002, 0.009, 0.002], [0.070, -0.044, -0.094], [-0.227, 0.233, 0.206], [0.366, -0.053, 0.255], [-0.161, 0.076, -0.114], [0.141, -0.120, 0.154], [-0.264, 0.059, -0.156], [0.195, 0.057, 0.100], [-0.185, -0.028, -0.119], [0.110, -0.166, -0.138], [0.025, 0.018, -0.128], [0.007, -0.003, -0.002], [-0.019, 0.006, 0.002], [0.020, -0.020, -0.018], [-0.023, 0.012, 0.012], [0.024, -0.015, -0.027]], "max_force_ha_per_bohr": 0.033, "relative_energy_kj_mol": 332.5, "s2": 0.947, "total_charge": 2, "spin_multiplicity": 2}



Entry 2:
{"formula": "C18H18ClO5Pb", "method": "ωB97M-V/def2-TZVPD", "symbols": ["C", "C", "C", "H", "C", "C", "H", "H", "H", "H", "C", "C", "C", "H", "C", "C", "H", "H", "H", "H", "Pb", "O", "C", "C", "H", "H", "H", "H", "C", "C", "C", "H", "C", "H", "C", "H", "C", "H", "O", "Cl", "O", "O", "O"], "xyz": [[0.470, -1.983, 3.577], [-0.864, -2.092, 3.087], [-0.794, -2.376, 1.716], [-1.765, -1.964, 3.680], [0.609, -2.332, 1.318], [1.359, -1.983, 2.467], [2.441, -1.855, 2.557], [0.845, -2.133, 4.574], [-1.639, -2.631, 1.072], [0.997, -2.605, 0.330], [-0.959, 2.344, 2.220], [-0.611, 1.988, 3.535], [0.813, 1.844, 3.596], [-1.347, 1.941, 4.321], [1.337, 2.073, 2.314], [0.255, 2.452, 1.448], [0.342, 2.824, 0.409], [-1.987, 2.521, 1.888], [1.454, 1.652, 4.438], [2.399, 1.987, 2.054], [-0.243, 0.008, 0.538], [-0.307, -0.119, -1.920], [-1.416, -0.899, -2.478], [-0.116, -0.948, -3.228], [-1.689, -1.783, -1.883], [-2.220, -0.301, -2.922], [0.487, -1.852, -3.075], [0.810, -1.921, -5.534], [0.564, -0.862, -5.623], [0.083, -0.192, -4.468], [-0.272, 1.168, -4.592], [-0.652, 1.708, -3.723], [-0.120, 1.826, -5.813], [-0.377, 2.881, -5.883], [0.360, 1.153, -6.941], [0.472, 1.675, -7.891], [0.697, -0.201, -6.837], [1.065, -0.740, -7.709], [-1.005, -1.042, 6.455], [-0.089, -0.049, 5.956], [-0.491, 1.285, 6.360], [1.297, -0.357, 6.261], [-0.195, -0.108, 4.352]], "forces_ev_per_a": [[0.770, 0.177, -0.278], [-0.950, -0.973, -1.460], [-0.791, 0.318, 0.932], [0.291, -0.289, -0.119], [0.878, 0.383, 0.496], [0.137, -0.344, -0.857], [-0.462, -0.220, -0.196], [-0.229, -0.039, 0.193], [0.284, -0.017, 0.264], [-0.012, -0.030, 0.475], [-0.487, -0.471, 0.642], [-1.551, 1.300, -1.700], [1.444, 0.502, -1.101], [0.346, 0.035, 0.136], [0.211, -0.282, -0.267], [0.450, 0.000, 0.155], [-0.010, -0.107, 0.793], [0.569, 0.178, 0.081], [-0.232, 0.080, 0.237], [-0.592, 0.300, 0.081], [0.089, 0.128, 1.006], [-0.040, -0.982, -1.337], [0.994, -0.126, -0.609], [-1.207, 0.047, 1.629], [-0.052, 0.455, -0.241], [0.258, -0.205, 0.337], [-0.132, 0.531, 0.055], [0.044, 0.257, -0.141], [-0.194, 0.048, 0.960], [0.146, 0.838, -1.423], [0.162, -0.523, 0.056], [0.135, -0.108, -0.260], [0.029, -0.076, -0.018], [0.034, -0.228, 0.006], [-0.010, -0.270, 0.388], [-0.036, -0.121, 0.270], [-0.107, 0.265, 0.003], [-0.090, 0.112, 0.233], [0.818, 0.587, -0.500], [-0.129, -0.179, -0.629], [0.709, -1.328, -0.577], [-1.472, 0.474, -0.296], [-0.013, -0.100, 2.583]], "max_force_ha_per_bohr": 0.051, "total_charge": 1}



Entry 3:
{"formula": "C5H11IN3", "method": "ωB97M-V/def2-TZVPD", "symbols": ["C", "C", "C", "C", "C", "N", "N", "N", "I", "H", "H", "H", "H", "H", "H", "H", "H", "H", "H", "H"], "xyz": [[-1.494, -0.381, 0.974], [-0.668, -0.335, -1.211], [2.047, -1.009, -1.559], [-0.035, 1.671, 1.976], [0.216, 0.462, -0.392], [-1.606, -0.847, -0.390], [0.767, -0.852, -0.833], [-0.179, 0.318, 0.983], [-0.837, 3.454, 1.090], [-1.584, -1.147, 1.772], [-2.438, 0.392, 1.297], [-0.955, -0.174, -2.255], [2.281, -2.113, -1.679], [1.997, -0.625, -2.592], [3.018, -0.679, -1.011], [1.088, 1.765, 2.111], [-0.573, 1.484, 2.913], [0.696, 1.457, -0.577], [-2.383, -1.440, -0.616], [0.644, -1.403, -0.001]], "forces_ev_per_a": [[-2.226, 2.709, 1.998], [-1.134, 0.515, -1.215], [2.010, -1.689, -0.300], [0.931, -2.403, -2.196], [0.519, 1.962, 1.657], [-1.056, -0.588, 1.344], [1.900, 0.432, -0.540], [-0.695, 2.147, 1.991], [0.156, -0.450, 0.152], [0.477, 0.075, -0.827], [2.383, -1.648, -1.094], [0.785, -0.203, 0.251], [-0.788, 1.117, 0.102], [-0.080, 0.223, 0.700], [-2.157, 0.214, -0.640], [-1.638, 0.009, -0.063], [0.273, -0.212, -0.474], [-0.210, -1.330, -0.553], [0.178, -0.046, -0.526], [0.373, -0.834, 0.232]], "max_force_ha_per_bohr": 0.078, "smiles": "C[N@@H+]1[C@H]2NCN(CI)[C@H]21", "relative_energy_kj_mol": 347.8, "total_charge": 1}



| no. | energy (Ha) |
| --- | --- |
| 1 | -4219.93865 |
| 2 | -1725.16053 |
| 3 | -658.72827 |